# C38H30FN7O9S2Sc

A structure of composition C38H30FN7O9S2Sc (the ωB97M-V functional and the def2-TZVPD basis, the OMol25 dataset).

As for the spin multiplicity: 1. For the LUMO energy, the calculation gives -0.02536 Ha. The value obtained for the HOMO-LUMO gap is 2.858 eV. For the total energy, the calculation gives -4183.7188 Eh. Its energy relative to the best compared isomer or geometry (same formula, charge and spin) is 234.5 kJ/mol. As for the net charge: -1. The calculation puts the HOMO energy at -0.1304 hartree.

```
88
Properties=species:S:1:pos:R:3:lowdin_charge:R:1
Sc -0.441 0.567 -0.394 0.80
C 3.293 -0.106 1.965 0.03
C 1.853 -0.538 1.910 -0.48
O 1.033 0.084 1.249 -0.05
N 1.541 -1.623 2.659 0.07
C 0.312 -2.371 2.484 -0.10
C 0.374 -3.324 1.306 -0.26
C -0.424 -4.462 1.259 -0.03
C -0.390 -5.240 0.116 -0.07
C 0.417 -4.841 -0.941 -0.06
C 1.192 -3.703 -0.787 -0.12
N 1.193 -2.970 0.325 0.14
H 3.355 0.969 1.804 0.08
H 3.809 -0.593 1.135 0.10
H 3.778 -0.385 2.901 0.08
H 2.344 -2.143 2.976 0.14
H -0.505 -1.668 2.301 0.11
H 0.095 -2.908 3.407 0.12
H -1.088 -4.700 2.081 0.12
H -1.025 -6.111 0.026 0.11
H 0.418 -5.380 -1.878 0.11
H 1.825 -3.340 -1.589 0.11
F -0.221 2.954 6.091 0.03
C -1.261 3.156 5.225 -0.18
C -1.203 2.585 3.987 0.11
C -2.233 2.811 3.082 -0.02
C -2.072 2.274 1.713 -0.27
O -1.011 1.720 1.452 -0.07
C -3.173 2.526 0.823 0.01
C -4.234 3.219 1.287 0.05
N -4.355 3.767 2.537 0.00
C -5.553 4.466 2.911 -0.27
C -6.190 5.385 1.918 -0.08
C -5.491 5.956 3.117 -0.11
C -3.343 3.574 3.460 -0.11
C -3.383 4.134 4.744 0.06
C -2.326 3.963 5.624 -0.16
N -2.355 4.698 6.850 -0.10
C -1.800 4.180 8.078 -0.14
C -0.355 4.601 8.354 -0.09
N -0.215 6.093 8.155 0.06
C -0.733 6.538 6.809 -0.07
C -2.197 6.128 6.727 -0.14
C -3.195 2.139 -0.659 -0.58
O -4.184 2.484 -1.297 0.03
O -2.170 1.528 -1.085 -0.08
H -0.359 1.987 3.664 0.15
H -5.054 3.391 0.601 0.14
H -6.214 3.901 3.559 0.15
H -7.269 5.403 1.888 0.11
H -5.700 5.501 0.962 0.11
H -6.084 6.384 3.915 0.10
H -4.532 6.424 2.938 0.11
H -4.230 4.725 5.061 0.12
H -1.845 3.093 8.081 0.14
H -2.425 4.530 8.911 0.13
H 0.341 4.143 7.660 0.12
H -0.058 4.383 9.379 0.14
H 0.765 6.355 8.259 0.18
H -0.735 6.587 8.883 0.18
H -0.132 6.032 6.053 0.15
H -0.586 7.615 6.740 0.14
H -2.607 6.466 5.778 0.13
H -2.757 6.637 7.523 0.13
S 0.678 2.971 -0.655 0.61
C 2.361 2.572 -0.559 -0.72
C 3.249 3.442 0.074 -0.09
C 4.616 3.184 0.161 -0.23
C 5.449 4.091 0.886 -0.21
N 6.092 4.848 1.470 0.12
C 5.128 2.026 -0.445 -0.23
C 4.253 1.150 -1.080 -0.10
C 2.870 1.357 -1.113 -0.73
S 1.823 0.158 -1.786 0.63
C 6.522 1.712 -0.376 -0.20
N 7.640 1.443 -0.313 0.13
H 2.856 4.345 0.522 0.10
H 4.650 0.248 -1.530 0.11
O -3.692 -4.777 -0.767 0.09
C -3.125 -3.708 -0.712 -0.28
C -2.314 -3.075 -1.834 -0.30
O -2.185 -3.531 -2.953 0.08
C -1.732 -1.869 -1.236 -0.28
C -2.176 -1.715 0.091 -0.30
O -1.739 -0.723 0.785 -0.10
C -3.029 -2.811 0.504 -0.32
O -3.536 -3.022 1.598 0.05
O -0.900 -1.029 -1.716 -0.12
```